# 1
{"formula": "C14H23N5O5S2", "method": "wB97M-V/def2-TZVPD", "max_force_ev_per_a": 3.8, "e_lumo_ev": 0.3669, "elements": ["N", "C", "C", "C", "C", "S", "O", "O", "N", "C", "O", "N", "C", "C", "S", "C", "C", "H", "H", "H", "H", "H", "H", "H", "H", "H", "H", "H", "H", "H", "C", "N", "C", "O", "C", "N", "C", "C", "O", "H", "H", "H", "H", "H", "H", "H", "H", "H", "H"], "coordinates": [[1.22114, 1.53595, -4.11459], [1.11850, 0.32403, -3.46954], [-0.04853, -0.42184, -3.59081], [-0.18796, -1.62355, -2.89348], [0.84842, -2.06691, -2.06442], [0.65472, -3.61003, -1.12892], [1.93123, -4.22274, -0.73656], [-0.18322, -4.54436, -1.89419], [-0.27526, -3.18548, 0.20130], [0.29728, -2.46600, 1.18999], [1.38211, -1.92153, 1.08238], [-0.51683, -2.23304, 2.26939], [-0.18076, -1.32391, 3.36045], [-0.47583, -1.99999, 4.69726], [0.77361, -3.30306, 5.04573], [2.02941, -1.32565, -1.95800], [2.16077, -0.12900, -2.66726], [2.01034, 2.11761, -3.85140], [0.33899, 2.01783, -4.27925], [-0.85462, -0.06995, -4.22435], [-1.10330, -2.20427, -2.99440], [-0.88612, -3.92624, 0.49920], [-1.50508, -2.38493, 2.09242], [0.87399, -1.02637, 3.33518], [-0.78159, -0.41311, 3.26529], [-0.44077, -1.25156, 5.49498], [-1.48109, -2.43277, 4.68518], [0.32387, -3.79191, 6.22183], [2.83629, -1.67401, -1.31401], [3.07519, 0.44469, -2.57647], [-3.48481, 2.74340, 0.95079], [-2.18217, 2.36213, 0.40857], [-1.67089, 1.12645, 0.45353], [-2.27807, 0.18153, 0.95220], [-0.26027, 0.90501, -0.10370], [0.65967, 2.04945, -0.05656], [0.62333, 3.09953, -0.87271], [1.74025, 4.10391, -0.71884], [-0.25971, 3.27861, -1.70121], [-3.56034, 3.82954, 1.01604], [-4.27815, 2.36507, 0.30360], [-3.61188, 2.31547, 1.94740], [-1.65340, 3.05372, -0.10841], [0.18975, 0.08757, 0.44556], [-0.37521, 0.59460, -1.13834], [1.43237, 1.98402, 0.58658], [2.69540, 3.60941, -0.88719], [1.60540, 4.90267, -1.44711], [1.71382, 4.52000, 0.28690]], "mulliken_charge": [-0.516, 0.564, -0.639, -0.530, -0.256, 1.405, -0.667, -0.769, -0.332, 0.562, -0.637, -0.082, -0.681, -0.665, -0.243, -0.216, -0.482, 0.239, 0.244, 0.370, 0.418, 0.307, 0.255, 0.417, 0.225, 0.417, 0.363, 0.126, 0.435, 0.336, -0.951, 0.008, 0.165, -0.687, 1.075, -0.088, 0.897, -1.535, -0.689, 0.349, 0.295, 0.309, 0.111, -0.194, -0.458, 0.301, 0.357, 0.385, 0.381]}

---

# 2
{"formula": "C14H24AgO3", "method": "wB97M-V/def2-TZVPD", "total_charge": 2, "max_force_ev_per_a": 4.6, "e_lumo_ev": [-10.4429, -10.6977], "multiplicity": 2, "elements": ["C", "C", "C", "C", "C", "C", "C", "C", "C", "C", "C", "C", "C", "O", "C", "O", "O", "H", "H", "H", "H", "H", "H", "H", "H", "H", "H", "H", "H", "H", "H", "H", "H", "H", "H", "H", "H", "H", "H", "H", "H", "Ag"], "coordinates": [[3.04616, 0.45602, 2.73201], [2.73232, 1.28853, 1.66408], [2.31800, 0.81841, 0.25205], [1.55186, -0.54320, 0.09982], [0.21611, -0.58104, 0.99404], [-0.46396, -2.00572, 1.21719], [-0.85292, -2.79804, -0.13997], [-1.36332, -1.89824, -1.29878], [-2.45805, -0.85879, -0.88914], [-2.07332, 0.53385, -1.50126], [-2.95266, 1.69762, -0.95554], [-2.84841, 1.92317, 0.57945], [1.90816, 2.00079, -0.68994], [2.70249, 1.90255, -1.87379], [3.43533, 0.75625, -1.75337], [3.83326, 0.04884, -2.53831], [3.60136, 0.51624, -0.35685], [3.95733, -0.16527, 2.80852], [2.33517, 0.45017, 3.58581], [2.77254, 2.39023, 1.82033], [2.29527, -1.40058, 0.30046], [1.25745, -0.59650, -0.96488], [-0.48805, 0.18203, 0.61541], [0.51237, -0.22626, 2.00768], [-1.37326, -1.84962, 1.82292], [0.24536, -2.65850, 1.87831], [-0.02475, -3.51874, -0.52099], [-1.69088, -3.47137, 0.12820], [-0.55386, -1.39273, -1.86152], [-1.83380, -2.58298, -2.03368], [-3.45289, -1.08379, -1.31913], [-2.60121, -0.81178, 0.20473], [-1.00952, 0.79931, -1.29004], [-2.14210, 0.46508, -2.60547], [-3.99473, 1.54516, -1.28848], [-2.59508, 2.62742, -1.44175], [-2.71929, 1.00072, 1.17676], [-3.81136, 2.36063, 0.90918], [-2.05726, 2.64246, 0.87084], [2.29517, 2.93776, -0.23046], [0.81814, 2.13435, -0.80807], [1.52687, -3.03441, 0.69363]], "mulliken_charge": [-0.723, -0.325, 1.119, -0.649, 0.433, -1.193, -0.467, -0.798, -0.578, -0.250, -0.749, -0.940, -0.541, -0.274, 0.519, -0.299, -0.435, 0.388, 0.358, 0.474, 0.522, 0.441, -0.367, 0.545, 0.399, 0.691, 0.178, 0.423, 0.308, 0.486, 0.521, 0.200, -0.210, 0.491, 0.406, 0.396, 0.232, 0.335, 0.243, 0.432, 0.218, 0.041]}

---

# 3
{"formula": "C14H24AsBrI2N2O2PtS", "method": "wB97M-V/def2-TZVPD", "total_charge": 2, "de_lowest_kj_mol": 135.8, "max_force_ev_per_a": 1.6, "e_lumo_ev": -6.9658, "elements": ["Pt", "N", "C", "C", "N", "C", "C", "H", "H", "H", "H", "H", "H", "H", "H", "H", "H", "H", "I", "I", "C", "As", "C", "C", "S", "H", "H", "H", "H", "H", "H", "H", "H", "H", "Br", "C", "C", "C", "C", "C", "C", "C", "O", "O", "H", "H", "H", "H"], "coordinates": [[0.28575, 0.75122, 0.12392], [0.96849, -0.65036, 5.11073], [0.86368, 0.83076, 4.86383], [0.97669, 1.09430, 3.36652], [-0.00113, 0.34145, 2.58040], [0.03693, -1.09284, 2.87066], [-0.09546, -1.40468, 4.35680], [0.90654, -0.84882, 6.11079], [1.88688, -0.97593, 4.79841], [1.65476, 1.33601, 5.41451], [-0.10147, 1.15494, 5.25096], [1.97804, 0.82592, 3.01688], [0.84173, 2.15971, 3.18996], [-0.93810, 0.71863, 2.69042], [0.98392, -1.48932, 2.49070], [-0.76632, -1.58881, 2.32787], [0.03037, -2.46872, 4.54696], [-1.06010, -1.08498, 4.74870], [0.58731, 3.19207, -1.14222], [-1.83227, 4.27634, -1.10490], [3.94924, -1.89748, -2.20349], [2.19329, -1.32039, -1.69342], [1.41662, -0.35039, -3.15142], [1.09420, -2.86085, -1.38661], [2.41710, -0.18240, 0.12844], [3.87536, -2.64372, -2.99271], [4.44978, -2.32379, -1.33760], [4.50870, -1.03613, -2.56140], [1.42398, -1.00297, -4.02428], [1.99894, 0.54531, -3.35435], [0.39286, -0.08553, -2.89700], [1.07561, -3.47051, -2.28921], [0.08856, -2.52123, -1.14244], [1.50943, -3.43611, -0.56293], [-8.24161, -0.69733, -0.20521], [-6.37862, -0.45366, -0.11746], [-5.54304, -1.55687, -0.23139], [-4.17353, -1.37349, -0.17625], [-3.64658, -0.09534, -0.00561], [-4.49772, 1.00120, 0.11681], [-5.86852, 0.82477, 0.06263], [-2.19039, 0.09589, 0.03689], [-1.69843, 1.27664, 0.24844], [-1.38622, -0.85487, -0.11207], [-5.96144, -2.54434, -0.36706], [-3.50097, -2.21624, -0.26559], [-4.08145, 1.99017, 0.25542], [-6.53689, 1.66868, 0.15767]], "mulliken_charge": [1.975, -0.117, -0.773, -0.793, -0.179, -0.425, -0.863, 0.358, 0.387, 0.428, 0.374, 0.299, 0.479, 0.314, 0.312, 0.276, 0.445, 0.367, 0.105, 0.088, -1.014, 0.599, -0.974, -0.803, -0.608, 0.392, 0.368, 0.370, 0.430, 0.353, 0.276, 0.457, 0.128, 0.332, -0.124, 0.071, -0.622, -0.265, 0.239, -0.294, -0.604, 0.473, -0.915, -0.963, 0.443, 0.423, 0.333, 0.443]}

---

# 4
{"formula": "C14H24BClGaN2O2", "method": "wB97M-V/def2-TZVPD", "total_charge": 1, "max_force_ev_per_a": 1.5, "e_lumo_ev": -2.6641, "elements": ["Ga", "N", "C", "C", "C", "C", "N", "H", "H", "H", "H", "H", "H", "H", "H", "H", "H", "H", "H", "C", "C", "C", "C", "C", "C", "C", "C", "O", "B", "O", "C", "C", "H", "H", "H", "H", "H", "H", "H", "H", "H", "H", "H", "H", "Cl"], "coordinates": [[8.63937, 10.44676, 7.47425], [7.75913, 8.72765, 6.64213], [8.70112, 7.61753, 6.36335], [9.41957, 7.76142, 5.02891], [10.77222, 8.48103, 5.01234], [10.77488, 10.03450, 5.22330], [10.63452, 10.37746, 6.69931], [7.12065, 8.46081, 7.38328], [7.20862, 8.85883, 5.80470], [8.14092, 6.69360, 6.35266], [9.37056, 7.54098, 7.22938], [8.71340, 8.26698, 4.34309], [9.60485, 6.74903, 4.62504], [11.32041, 8.27327, 4.08971], [11.38672, 8.07002, 5.81100], [9.93394, 10.54154, 4.75212], [11.68829, 10.48071, 4.86413], [10.91614, 11.33262, 6.87892], [11.25042, 9.84629, 7.29947], [5.85638, 18.13507, 4.00988], [6.01823, 17.79548, 5.51525], [4.81473, 18.33098, 6.27184], [7.29876, 18.46777, 6.00610], [6.09384, 16.25624, 5.71171], [5.07220, 15.45283, 5.20611], [5.04124, 14.08149, 5.33675], [6.15346, 13.50952, 5.96204], [6.46667, 12.18511, 6.17894], [7.67626, 12.19131, 6.84064], [8.12883, 13.47477, 6.98508], [7.16047, 14.28873, 6.43314], [7.15987, 15.66338, 6.36185], [6.02008, 19.22224, 3.84762], [4.84791, 17.87119, 3.65666], [6.58719, 17.56978, 3.43454], [4.74398, 19.42782, 6.15235], [4.90859, 18.15221, 7.34404], [3.85003, 17.96280, 5.87265], [7.25637, 19.54891, 5.83179], [8.18184, 18.03260, 5.49818], [7.44871, 18.38095, 7.07646], [4.21504, 15.94604, 4.75847], [4.22983, 13.42431, 4.99664], [7.96072, 16.19789, 6.75870], [9.20147, 9.75462, 9.44810]], "mulliken_charge": [-0.276, -0.366, -0.760, -0.516, -0.711, -0.573, -0.489, 0.348, 0.328, 0.463, 0.339, 0.315, 0.322, 0.381, 0.344, 0.285, 0.451, 0.351, 0.316, -1.546, 1.973, -1.550, -2.040, 0.372, -0.556, -1.484, 0.957, -0.291, 0.762, -0.304, 0.507, -0.968, 0.422, 0.339, 0.375, 0.414, 0.380, 0.335, 0.421, 0.425, 0.378, 0.348, 0.426, 0.685, -0.330]}